Formula: C66H55F11
Source: the OMol25 dataset
Level of theory: ωB97M-V/def2-TZVPD

Structure (XYZ):
```
132
Properties=species:S:1:pos:R:3:forces:R:3
C 1.690364 -1.302980 5.165186 0.528 -0.236 -0.113
C -0.192665 0.523997 0.949830 -0.714 0.365 -0.057
C 8.753897 2.983673 0.440213 0.083 0.765 0.436
H -7.149220 2.140013 -0.162195 0.055 0.072 -0.004
H -6.048429 -5.706891 -3.913123 -0.272 0.160 -0.012
C -3.104271 -1.379960 -6.790823 -0.460 -0.145 -0.240
C -5.550715 3.157354 0.860352 -0.465 -0.771 0.383
C 3.717391 6.566496 3.383987 0.043 -0.503 -0.186
C -0.689027 0.061151 4.676930 1.008 0.401 -0.839
H -2.322887 -3.304012 0.935629 -0.082 0.064 -0.006
C 3.833319 5.515469 2.484525 -0.486 -0.085 0.203
H 5.716480 3.783230 -0.938393 0.310 0.406 -0.097
H -5.806587 -6.091746 -1.470754 -0.206 0.019 0.050
C 1.085801 0.855913 0.540058 0.203 -0.962 0.036
H 2.646831 4.711388 6.037206 -0.005 0.326 0.079
C 3.477964 4.212987 2.804462 -0.024 0.737 0.138
H -6.328631 -0.072442 0.248023 0.243 -0.282 0.222
C -3.964891 -3.329331 2.325260 0.129 -0.294 -0.396
F -2.079056 -4.793387 -2.263971 0.034 0.051 0.308
F -0.766867 -1.012472 -4.050845 0.342 -0.318 -0.211
C -3.947176 1.706479 1.896778 -0.529 0.350 -0.349
C -3.296723 0.811499 -5.843129 0.501 -0.343 0.194
C -2.641841 -3.517464 1.947795 0.423 -0.317 0.433
H 2.798327 2.962893 4.392723 -0.215 0.044 0.016
H -3.719033 1.805307 -5.787829 -0.232 -0.084 -0.076
C 5.774667 -2.589683 -0.992027 0.183 -0.732 0.642
H -5.933299 4.146079 0.651914 0.103 0.053 -0.032
C -0.220426 -4.855884 -5.928963 0.042 0.012 0.593
H -1.601719 -2.676199 -5.966094 0.091 0.033 -0.036
C -0.332894 -4.019559 -3.653019 0.300 -0.042 0.444
F -2.788757 1.561135 2.583095 -0.273 -0.060 0.044
H -1.993511 1.180244 -4.179558 0.246 0.037 -0.161
C 3.011613 3.982003 4.100212 0.816 -0.594 -0.613
H -1.353157 -4.455269 4.934928 -0.101 -0.241 0.027
C -5.258269 -3.724935 -3.855516 0.262 0.209 0.356
H -1.598599 -1.652737 5.586420 -0.142 0.035 -0.443
H -4.156291 -1.863976 -3.460988 -0.140 -0.020 -0.338
F 8.130528 -2.531055 -0.861153 -0.010 0.000 -0.021
C 6.216696 2.082404 0.146499 0.073 -0.363 -0.250
C -4.425313 2.980868 1.647321 0.819 0.525 -0.295
C -4.330825 -3.630868 3.621891 -0.262 0.898 -0.100
C 7.851619 3.735154 -0.301212 -0.559 -0.067 0.027
C 8.391641 1.780891 1.027778 -0.120 -0.007 -0.520
F 4.242538 5.776932 1.225218 0.104 0.031 0.071
H -3.738208 -4.240645 5.573980 -0.126 0.105 -0.018
C 2.960615 4.992169 5.040158 -0.356 -0.135 0.179
C -3.753012 -0.159147 -6.728496 0.139 0.908 -0.064
H -2.847449 -6.164495 -4.209565 -0.043 0.028 -0.253
C -0.962916 -0.363120 0.199025 0.821 -0.050 0.095
C -6.241048 2.029495 0.418780 -0.024 0.183 -0.398
H 2.697526 0.396201 4.353561 -0.047 0.206 -0.008
C 4.607851 -1.037882 -2.348805 -0.137 1.130 0.064
H 3.239239 7.130595 5.358499 -0.145 -0.184 0.258
F -3.619821 -2.196153 -1.014550 0.113 0.238 0.260
C 3.275971 6.290145 4.678558 0.425 0.490 -0.518
H 3.987857 7.555833 3.042747 -0.039 0.086 0.155
C -1.979921 -5.566026 -4.465773 -0.588 -0.221 0.284
H 0.376975 -4.889984 -6.829544 -0.376 -0.117 -0.257
C 0.921367 -0.775325 -1.209150 -0.262 -0.578 0.180
C -2.254049 0.501508 -4.983820 -0.151 -0.014 0.494
H -1.985387 -0.568194 0.489161 -0.004 0.017 -0.082
C -1.698188 -3.968120 2.886273 -0.350 0.561 -0.193
H -1.695413 4.310498 -0.308287 -0.201 0.122 0.002
C -1.370526 -5.614252 -5.708476 0.302 0.310 -0.159
H -1.090774 -1.651308 -1.442676 0.543 -0.306 -0.321
H 1.187547 -3.523535 -5.111020 -0.001 0.150 0.377
H -1.342483 7.980333 1.885178 0.026 0.003 -0.208
C 0.277458 -4.068059 -4.892932 0.193 -0.325 -0.609
F -5.581532 -3.330999 4.033972 -0.154 -0.282 -0.157
C 4.558483 -2.066906 -1.430353 0.816 0.280 -0.004
C -4.874523 -4.186612 -1.163626 0.012 -0.227 1.049
C -5.761387 0.748130 0.665303 -0.346 0.822 0.020
C 6.983866 -2.027007 -1.351061 -0.775 0.202 -0.631
C -2.100623 -4.227185 4.186529 0.036 0.326 -0.237
C -1.553325 6.217865 0.686234 -0.736 -0.559 0.040
H 0.122254 6.860972 3.539293 -0.057 -0.045 0.127
C -5.521547 -5.151936 -1.916874 0.603 0.672 -0.699
C 0.493220 -1.933118 5.436814 -0.367 0.867 0.261
H -3.486440 -2.138062 -7.464046 0.166 -0.010 -0.062
C -5.664775 -4.912243 -3.283481 -0.227 -0.874 0.172
F -2.250838 6.835141 -0.297064 0.111 0.194 0.173
C -0.184812 4.908257 2.659395 0.512 -0.106 0.270
F 1.496912 -1.513994 -2.192140 -0.027 0.293 -0.044
C -2.035850 -1.687342 -5.959693 -0.071 -0.357 0.357
H -0.466849 3.138860 1.502238 -0.254 -0.015 0.034
H 2.657219 0.467657 -0.799175 0.122 -0.548 -0.142
C -0.697872 4.191485 1.587742 0.139 0.331 -0.129
C -1.387522 4.848545 0.578703 0.544 -0.169 -0.113
H 3.713753 -0.497850 -2.632876 -0.135 -0.381 -0.185
H -4.777053 -4.328828 -0.094272 0.226 -0.047 -0.049
H 0.428779 -2.888750 5.935321 0.191 -0.120 -0.129
H -3.833907 3.840838 1.943321 -0.062 -0.098 0.224
H -5.473290 -3.561515 -4.899049 0.223 0.203 -0.148
C -1.654665 -0.751435 -5.023103 -0.702 0.865 -0.014
C -4.570745 -2.790308 -3.081566 0.304 0.374 -0.088
H 7.922342 -0.542796 -2.634389 0.192 -0.117 0.450
C 7.119843 1.260430 0.791031 0.318 0.369 0.509
C -3.429827 -4.047837 4.554906 0.607 -0.649 0.708
C 7.005719 -0.970095 -2.242810 0.749 0.270 -0.721
H -4.573037 0.138948 -7.370322 -0.020 -0.494 -0.141
C -1.472492 -4.772043 -3.456668 0.497 -0.089 -0.697
H -1.795345 -6.223409 -6.494549 0.053 -0.106 0.029
C 6.541842 3.288516 -0.443300 -0.039 -0.430 0.267
H -0.672891 0.999218 1.793284 0.195 0.072 0.026
H 0.141671 -3.498396 -2.832045 -0.217 0.214 -0.037
H 3.569268 3.470169 2.023490 -0.068 -0.238 0.186
C -4.616638 0.596111 1.426861 0.387 -0.827 0.318
H 3.627587 -2.375082 -0.977358 -0.048 -0.292 -0.274
H -1.574231 0.603521 4.373462 -0.181 -0.101 0.380
C -0.323213 6.288525 2.739534 -0.932 -0.452 -0.371
C -0.679723 -1.216407 5.208938 -0.422 -0.234 0.666
C 5.824282 -0.487472 -2.765800 -0.806 -0.401 0.653
H 1.720318 1.569839 1.047272 -0.247 0.149 0.174
C -1.128901 6.923124 1.788335 0.754 0.571 0.130
H 8.141855 4.703391 -0.684368 0.028 -0.030 -0.115
H 2.633843 -1.794448 5.370477 -0.041 -0.075 -0.001
F 0.586900 1.835259 3.761412 -0.053 0.388 -0.131
F 4.928093 1.682806 0.064568 -0.185 -0.175 -0.082
H 9.091822 1.262071 1.666862 0.027 -0.162 -0.113
C -0.399874 -1.028695 -0.889234 -0.882 0.358 0.415
C 0.548070 0.631789 4.345987 -0.168 -1.185 0.572
H -4.701967 -2.984527 1.612654 -0.048 0.116 0.098
H 5.797617 0.381789 -3.407228 0.219 -0.090 -0.166
C 1.670457 0.136007 -0.500908 0.178 1.081 -0.249
H 6.842812 0.291377 1.181154 -0.230 0.054 0.013
H 0.367932 4.356060 3.408206 0.077 0.178 0.045
H 9.691150 3.474997 0.673809 0.199 -0.397 -0.083
H -4.247125 -0.389434 1.690820 0.080 0.024 -0.121
H 5.818965 -3.472600 -0.361672 -0.141 0.181 0.186
C -4.340072 -3.056648 -1.748953 -0.939 -0.651 -0.629
H -0.644240 -3.981544 2.640019 -0.059 -0.215 -0.142
C 1.738447 -0.029413 4.612568 -0.285 0.063 -0.215
```
Forces are in eV/Å.

Its relative energy (zero: lowest compared OMol25 entry of this formula, charge and spin) is 0.941 eV. Its SMILES is Fc1ccccc1.Fc1ccccc1.Fc1ccccc1.Fc1ccccc1.Fc1ccccc1.Fc1ccccc1.Fc1ccccc1.Fc1ccccc1.Fc1ccccc1.Fc1ccccc1.Fc1ccccc1. The value obtained for the total energy is -99225.659 eV. As for the lowest unoccupied orbital energy: 0.6080 eV. For the molar mass, the calculation gives 1057.1 g mol⁻¹.